w:
C30H90O15 | the ωB97M-V functional and the def2-TZVPD basis

Each line ends with the Mulliken charge.
Geometry (Å):
C (-3.51735, -2.97165, -1.11518)  0.5901
C (-3.87530, -4.24589, -0.38782)  -0.8385
O (-3.89962, -3.99310, 1.03661)  -0.5151
H (-3.38301, -3.19053, -2.17859)  -0.0486
H (-2.51539, -2.62139, -0.86091)  -0.3787
H (-4.27359, -2.21297, -0.92367)  0.0504
H (-3.12422, -5.02206, -0.59169)  0.3271
H (-4.84504, -4.65374, -0.68463)  0.4832
H (-4.36452, -4.70666, 1.48253)  0.2361
C (-2.12935, -3.66772, -5.93792)  -1.2879
C (-1.43131, -3.82241, -4.61524)  0.0903
O (-1.21026, -2.54515, -4.02496)  -0.4011
H (-2.18191, -4.57781, -6.53403)  0.3745
H (-1.68381, -2.91443, -6.59253)  0.3073
H (-3.14741, -3.29978, -5.77709)  0.2368
H (-0.48636, -4.36827, -4.75352)  0.3262
H (-2.04045, -4.39417, -3.89876)  0.1814
H (-0.70773, -2.65919, -3.21086)  0.1270
C (2.06791, -0.69299, 5.68648)  -1.6008
C (1.64374, -1.32422, 4.37629)  0.4100
O (1.79368, -0.39506, 3.30846)  0.6746
H (1.38692, 0.10732, 5.97631)  0.3182
H (3.04748, -0.22304, 5.56711)  0.2718
H (2.16418, -1.43627, 6.48029)  0.4086
H (0.59896, -1.63486, 4.41315)  0.0603
H (2.21742, -2.23548, 4.17489)  0.0929
H (2.74599, -0.22896, 3.17417)  -0.4654
C (-4.60113, 0.33503, -3.05632)  -0.7346
C (-4.60674, -0.89029, -3.97639)  0.4785
O (-5.93613, -1.33222, -4.18290)  -0.5711
H (-5.12038, 1.14897, -3.57342)  0.3691
H (-3.61847, 0.75455, -2.83412)  0.2038
H (-5.16597, 0.10323, -2.15389)  0.1022
H (-3.97853, -1.65889, -3.51548)  -0.5322
H (-4.11551, -0.64557, -4.91674)  0.4136
H (-6.21417, -1.83537, -3.41402)  0.3322
C (-5.12453, 2.56029, -0.09006)  -1.4872
C (-4.40833, 1.30458, 0.32505)  0.7117
O (-4.12895, 1.33497, 1.72645)  -0.6777
H (-4.61912, 3.48006, 0.20513)  0.3304
H (-6.11998, 2.60744, 0.35464)  0.4270
H (-5.19652, 2.57523, -1.17993)  0.2876
H (-3.48378, 1.17257, -0.25267)  -0.1114
H (-4.97833, 0.39625, 0.08802)  0.1430
H (-3.80275, 0.44002, 1.93182)  0.3022
C (2.30855, -2.49966, -2.78040)  -0.7756
C (1.47367, -3.48934, -1.97171)  -0.2954
O (0.36104, -2.76961, -1.40913)  0.1583
H (1.74629, -2.09735, -3.62340)  0.2591
H (3.15203, -3.05345, -3.20216)  0.4831
H (2.66237, -1.68692, -2.14890)  -0.1683
H (2.09347, -3.91232, -1.17616)  0.4128
H (1.19205, -4.31437, -2.63510)  0.3353
H (0.06188, -3.33409, -0.66907)  -0.1451
C (1.46640, -0.58291, 1.31541)  0.7437
C (0.04844, -0.21276, 0.89741)  -0.6579
O (-0.04296, -0.17609, -0.53208)  0.7371
H (1.96984, -1.34568, 0.71837)  0.4270
H (1.49283, -0.95415, 2.34848)  0.0618
H (2.12413, 0.29055, 1.29062)  -1.5886
H (-0.21482, 0.75517, 1.32076)  -0.6530
H (-0.70079, -0.92072, 1.26663)  -0.1997
H (0.19976, -1.06220, -0.86493)  -0.5331
C (-1.83628, -0.23469, 3.64078)  -0.3348
C (-2.76162, -1.40870, 3.34289)  -0.6213
O (-3.20868, -1.36341, 1.99231)  -0.2784
H (-1.60176, -0.19961, 4.70545)  0.4172
H (-2.30499, 0.71259, 3.38825)  0.5563
H (-0.90413, -0.33346, 3.08195)  -0.5619
H (-3.64140, -1.29222, 3.99143)  0.4042
H (-2.33078, -2.37035, 3.62825)  0.4832
H (-3.25097, -2.23730, 1.58419)  0.0012
C (0.03815, 4.06618, 2.38206)  -0.9862
C (0.00202, 2.55089, 2.35016)  1.0065
O (0.39852, 1.99315, 3.57776)  -0.6036
H (-0.26742, 4.46977, 1.41240)  -0.0748
H (1.06502, 4.38314, 2.55660)  0.2597
H (-0.70785, 4.45894, 3.07138)  0.4096
H (0.60275, 2.17558, 1.50890)  -0.1419
H (-0.99611, 2.17929, 2.06695)  -0.0387
H (0.84126, 1.13208, 3.42757)  0.2250
C (-2.19518, 3.87369, -1.96700)  -1.1915
C (-1.03284, 4.84836, -1.87597)  0.5746
O (-1.28929, 5.95278, -2.73710)  -0.5890
H (-2.39534, 3.68675, -3.02132)  0.3160
H (-3.06022, 4.42325, -1.58437)  0.3693
H (-2.01433, 2.96481, -1.40041)  0.2398
H (-0.13687, 4.31826, -2.23610)  -0.4165
H (-0.81118, 5.17563, -0.85614)  0.1370
H (-0.62170, 6.62110, -2.56239)  0.3386
C (4.25117, 1.34690, -0.91997)  0.4828
C (4.62746, 2.68773, -1.53065)  -0.2957
O (3.63292, 3.10023, -2.47450)  -0.5115
H (3.98337, 0.66691, -1.73053)  0.3706
H (3.34901, 1.43133, -0.30699)  0.2706
H (5.03174, 0.92740, -0.28447)  0.1518
H (5.54533, 2.60844, -2.12153)  0.3891
H (4.79449, 3.48084, -0.79410)  0.2268
H (2.80022, 2.66191, -2.21225)  0.3686
C (1.30780, -3.90331, 1.99026)  -0.7279
C (-0.18770, -3.99151, 2.17918)  0.5499
O (-0.78846, -4.05932, 0.88423)  -0.7355
H (1.87902, -3.92671, 2.91816)  0.4566
H (1.61055, -3.03777, 1.40137)  -0.1719
H (1.67786, -4.77033, 1.43112)  0.4382
H (-0.58449, -3.13583, 2.72704)  -0.4996
H (-0.44710, -4.89041, 2.74993)  0.5005
H (-1.76106, -4.08094, 0.95792)  0.2724
C (0.89365, 3.04357, -4.14392)  -1.5668
C (0.22440, 2.21024, -3.07972)  1.1238
O (1.13573, 1.85074, -2.04837)  -0.0056
H (1.27399, 4.01232, -3.82265)  0.3336
H (0.18270, 3.22506, -4.95291)  0.4101
H (1.75426, 2.50741, -4.55684)  0.4060
H (-0.24903, 1.32215, -3.50485)  0.3892
H (-0.56093, 2.86633, -2.67295)  -0.9218
H (0.69135, 1.20545, -1.46662)  0.1013
C (3.54029, 0.63221, 0.87946)  0.0220
C (4.81577, 0.55899, 1.71478)  -1.9821
O (4.57403, -0.06949, 2.97316)  -0.3935
H (3.11618, -0.36169, 0.73862)  0.2917
H (3.84640, 1.03700, -0.08613)  -0.9089
H (2.77892, 1.27835, 1.31546)  -0.3516
H (5.21570, 1.56608, 1.85415)  1.1397
H (5.54607, -0.00645, 1.12992)  0.4855
H (5.40348, -0.35948, 3.35994)  0.3124
C (4.05252, 2.87989, 2.41038)  0.3029
C (5.34284, 2.60151, 3.13002)  -0.6812
O (6.18502, 1.78570, 2.31120)  -0.3700
H (4.20533, 3.42372, 1.47325)  0.1411
H (3.40969, 3.57296, 2.96227)  0.3733
H (3.45633, 1.98958, 2.21326)  0.2182
H (5.09447, 2.03108, 4.03519)  0.2028
H (5.84656, 3.52720, 3.42048)  0.4738
H (6.89895, 1.45300, 2.86205)  0.3994

Results
HOMO ... -5.966 eV

---

x:
C30H90O15 | the ωB97M-V functional and the def2-TZVPD basis

Each line ends with the Mulliken charge.
Geometry (Å):
O (-2.85402, 3.81498, -0.99363)  -0.6275
H (-2.66137, 4.21630, -0.13518)  0.3450
H (-1.99343, 3.48043, -1.28309)  0.2155
O (-1.65973, 4.24895, 1.75629)  -0.5610
H (-1.25723, 3.38885, 1.93001)  0.2418
H (-1.44512, 4.78163, 2.53095)  0.2922
O (3.10638, -0.02549, -3.56723)  -0.6206
H (3.62259, -0.74338, -3.17903)  0.3025
H (2.77982, 0.46710, -2.80700)  0.0776
O (-2.45590, -2.90123, -3.79275)  -0.7283
H (-2.63337, -3.24339, -2.90340)  0.2785
H (-2.29740, -1.95286, -3.66644)  0.4130
O (-0.10705, 4.20995, -1.27927)  -0.3757
H (0.64338, 4.37421, -0.69722)  0.1231
H (-0.01408, 4.86080, -1.98558)  0.2319
C (3.12937, 4.91083, 2.06364)  -0.9196
C (2.38682, 4.69206, 3.40622)  0.2743
C (1.81606, 3.28057, 3.52521)  -0.6278
O (3.25784, 5.01208, 4.46233)  -0.5735
H (4.10242, 4.41660, 2.08952)  0.3236
H (3.32417, 5.97167, 1.90274)  0.3762
H (2.51439, 4.58814, 1.21999)  0.0027
H (1.58336, 5.42670, 3.31579)  0.2463
H (2.67622, 2.60706, 3.57651)  0.3386
H (1.25962, 3.00015, 2.62844)  -0.0980
H (1.18428, 3.17885, 4.40563)  0.3167
H (3.94358, 4.34258, 4.54266)  0.3573
C (0.20188, -3.38788, 3.68946)  -1.3186
C (1.24709, -2.47602, 3.02323)  1.9415
C (0.99492, -1.03446, 3.37155)  -0.4842
O (2.55760, -2.81206, 3.44881)  -0.6168
H (0.50178, -4.44193, 3.70536)  0.4114
H (-0.67367, -3.38720, 3.02886)  0.2173
H (-0.16277, -3.20529, 4.70046)  0.3172
H (1.17972, -2.60381, 1.93724)  -0.8438
H (1.03181, -0.93667, 4.46088)  0.6000
H (0.03960, -0.68057, 2.99089)  -0.4178
H (1.76200, -0.32742, 3.04674)  -0.1435
H (2.69304, -3.75624, 3.54228)  0.3543
C (-7.10543, 0.52862, 0.72232)  -1.3377
C (-5.96911, -0.16395, -0.03446)  0.3869
C (-4.61955, 0.45359, 0.29646)  -0.4775
O (-5.91435, -1.53714, 0.32790)  -0.5098
H (-7.09332, 1.60161, 0.54004)  0.3695
H (-6.80535, 0.35925, 1.76402)  0.3075
H (-8.09159, 0.08051, 0.61987)  0.3715
H (-6.07768, -0.05175, -1.12278)  0.2701
H (-4.65800, 1.54089, 0.27381)  0.4804
H (-3.86802, -0.00006, -0.34684)  -0.1179
H (-4.40316, 0.18025, 1.33463)  -0.0987
H (-6.70297, -1.99282, 0.01657)  0.3220
C (2.36721, 3.25601, -3.64654)  -0.9508
C (3.51379, 3.67324, -2.72712)  0.4351
C (4.30177, 2.47978, -2.18713)  -0.7780
O (4.43138, 4.45185, -3.50396)  -0.6024
H (1.59354, 2.57519, -3.25994)  0.0102
H (2.72223, 2.57135, -4.42660)  0.4194
H (1.77280, 4.07279, -4.05616)  0.4140
H (3.11477, 4.30385, -1.93392)  0.0197
H (3.55653, 1.91596, -1.60751)  -0.1479
H (5.10883, 2.80098, -1.52966)  0.4084
H (4.70756, 1.75655, -2.89072)  0.4559
H (4.74386, 3.91502, -4.23740)  0.3753
C (4.27224, -0.29694, 1.29898)  -0.6009
C (4.95758, -0.43660, -0.04564)  0.6267
C (6.20670, -1.36174, 0.04875)  -1.6170
O (4.09636, -1.12585, -0.94651)  -0.1464
H (3.40359, 0.36555, 1.25360)  -0.1907
H (4.94241, 0.05178, 2.08716)  0.4902
H (3.87635, -1.26291, 1.62489)  0.0761
H (5.35301, 0.50213, -0.42629)  0.1715
H (6.56870, -1.52724, -0.96258)  0.3775
H (5.92365, -2.32824, 0.47485)  0.2955
H (6.97103, -0.98625, 0.73561)  0.4300
H (3.97447, -2.06223, -0.77052)  0.0324
C (-0.59835, -1.25568, -0.48188)  0.5470
C (-0.46161, 0.21595, -0.80453)  0.5651
C (0.35581, 0.91168, 0.25180)  0.1574
O (0.30524, 0.33573, -1.99069)  0.2977
H (-1.23989, -1.41544, 0.39312)  0.3387
H (0.35563, -1.76984, -0.35072)  -0.7417
H (-1.09084, -1.81210, -1.28599)  -0.1414
H (-1.42416, 0.74366, -0.83623)  0.0252
H (0.44449, 1.95814, -0.06948)  -0.2988
H (1.39650, 0.57878, 0.22956)  -0.3730
H (-0.09278, 0.91031, 1.24505)  -0.0457
H (-0.21860, 0.05079, -2.75721)  -0.1264
C (-2.61363, 0.33859, 3.69280)  -0.9406
C (-2.61087, 1.62248, 4.53266)  1.0221
C (-3.82815, 2.53446, 4.36283)  -1.3623
O (-2.47301, 1.29501, 5.90235)  -0.6013
H (-3.56740, -0.17755, 3.85944)  0.4953
H (-1.79819, -0.29896, 4.02837)  0.3764
H (-2.56536, 0.44174, 2.60737)  -0.0329
H (-1.68815, 2.14044, 4.25451)  -0.2528
H (-4.15094, 2.69975, 3.33419)  0.2908
H (-3.48282, 3.53040, 4.66411)  0.3341
H (-4.62378, 2.29381, 5.06416)  0.3712
H (-3.16032, 0.67269, 6.16261)  0.3783
C (1.91618, -3.77219, -1.96602)  -0.7408
C (2.34730, -4.00621, -0.50386)  1.7256
C (1.78166, -5.26678, 0.12546)  -0.8022
O (3.78942, -4.08390, -0.44825)  -0.5324
H (2.35871, -4.53050, -2.61168)  0.4755
H (2.19252, -2.74176, -2.19424)  -0.1008
H (0.83493, -3.79942, -2.12468)  0.1855
H (2.14806, -3.07502, 0.03522)  -0.8762
H (2.22641, -6.07324, -0.46285)  0.5514
H (0.70545, -5.32794, -0.05453)  -0.2344
H (1.94118, -5.26340, 1.20012)  0.2378
H (4.04379, -4.96717, -0.73887)  0.3472
C (-1.09900, 0.37589, -6.50550)  -1.5571
C (-0.77578, 0.73043, -5.06072)  0.8263
C (-1.15082, 2.15745, -4.74248)  -1.3554
O (-1.43443, -0.13482, -4.10236)  -0.4901
H (-1.31828, -0.68177, -6.63686)  0.3862
H (-0.32714, 0.73869, -7.18043)  0.3665
H (-2.02237, 0.90785, -6.76532)  0.3304
H (0.29859, 0.55485, -4.94399)  0.1143
H (-2.23424, 2.27699, -4.87160)  0.5426
H (-0.68425, 2.89183, -5.40030)  0.4101
H (-0.94908, 2.46482, -3.71315)  0.1081
H (-2.19722, 0.38655, -3.81595)  0.2445
C (-4.04274, -5.32189, 0.28266)  -1.6809
C (-3.16533, -4.17055, -0.13612)  1.1857
C (-1.91785, -4.71428, -0.78909)  -0.9622
O (-3.85935, -3.37105, -1.11370)  -0.4992
H (-3.46129, -5.95167, 0.96650)  0.4002
H (-4.31335, -5.99033, -0.53507)  0.3489
H (-4.91229, -4.98830, 0.85345)  0.4643
H (-2.99366, -3.55784, 0.75618)  -0.0003
H (-1.39701, -5.36312, -0.07512)  0.3795
H (-1.15226, -3.96589, -1.00123)  -0.2294
H (-2.07397, -5.30996, -1.68757)  0.3527
H (-4.76774, -3.25880, -0.81531)  0.1842

Results
HOMO ... -9.946 eV

---

Calculated relative energies: w 612.7; x 0.0, given in kcal/mol